{"formula": "CH4N2O2S", "method": "ωB97M-V/def2-TZVPD", "smiles": "ONC(=S)NO", "spin_multiplicity": 1, "elements": ["O", "N", "C", "S", "N", "O", "H", "H", "H", "H"], "positions_angstrom": [[-1.7758, 1.4191, -0.0912], [-0.5073, 0.8894, 0.0522], [-0.3483, -0.4331, 0.0148], [-1.5692, -1.5190, -0.1157], [0.9403, -0.8866, 0.2404], [1.9366, -0.0747, -0.3490], [-2.3393, 0.6515, -0.0171], [0.1661, 1.6123, -0.0916], [1.0595, -1.8455, -0.0686], [2.4373, 0.1866, 0.4258]], "forces_ev_per_a": [[0.619, 0.961, -0.113], [-0.754, -0.184, -0.030], [0.756, 0.387, 0.256], [-0.782, -0.303, 0.029], [0.108, -0.086, -0.378], [-0.126, 0.031, 0.280], [-0.765, -0.994, 0.026], [0.593, -0.173, -0.047], [-0.089, 0.139, -0.059], [0.439, 0.221, 0.038]], "lowdin_charge": [-0.02, -0.03, -0.88, 0.68, -0.07, -0.04, 0.00, 0.15, 0.11, 0.10]}

=====

{"formula": "CH4N2O2S", "method": "ωB97M-V/def2-TZVPD", "spin_multiplicity": 1, "elements": ["C", "N", "N", "O", "O", "S", "H", "H", "H", "H"], "positions_angstrom": [[-0.4736, 0.1479, 0.1963], [-1.0255, -0.9190, 0.6808], [0.9849, -0.0380, -0.2605], [1.4582, -1.1178, -0.0171], [1.6069, 1.0317, -0.4083], [-1.0546, 1.6794, 0.0139], [0.3801, -0.1579, -1.6475], [-0.3616, -1.6251, 0.8926], [-2.0207, -0.9874, 0.8700], [0.5060, 1.9862, -0.3202]], "forces_ev_per_a": [[0.780, 0.636, -0.857], [-0.667, 0.397, -0.015], [-4.972, -0.252, -3.693], [1.970, -2.520, 1.804], [1.644, 3.383, 0.716], [0.447, 1.160, -0.087], [-0.031, -0.035, 1.780], [0.523, -1.254, 0.120], [0.560, -0.003, 0.010], [-0.252, -1.513, 0.223]], "lowdin_charge": [-0.75, 0.16, -0.57, -0.05, -0.13, 0.81, 0.21, 0.11, 0.14, 0.07]}

=====

{"formula": "CH4N2O2S", "method": "ωB97M-V/def2-TZVPD", "spin_multiplicity": 3, "elements": ["C", "N", "N", "O", "O", "S", "H", "H", "H", "H"], "positions_angstrom": [[0.1253, -0.4808, -0.3800], [0.4145, -1.7818, -0.4322], [0.5707, 0.4450, 0.3900], [-0.9986, 2.2545, -0.8218], [-1.4546, 1.8318, 1.5298], [-0.5162, 2.3244, 0.5555], [-0.3195, -0.0386, -1.2078], [0.0753, -2.5624, -1.0176], [0.9839, -2.2209, 0.2361], [1.1193, 0.2288, 1.1480]], "forces_ev_per_a": [[1.480, 0.737, -0.031], [-0.282, -2.084, -0.366], [-0.696, -1.348, -1.864], [0.370, 0.078, -1.996], [-1.328, -0.959, 2.873], [0.183, 2.382, -0.605], [-1.636, 0.084, -1.582], [-0.436, 1.794, -0.136], [0.878, 0.109, 1.378], [1.467, -0.792, 2.329]], "lowdin_charge": [-0.29, 0.13, 0.00, -0.46, -0.45, 0.72, 0.10, 0.13, 0.08, 0.05]}

=====

{"formula": "CH4N2O3", "method": "ωB97M-V/def2-TZVPD", "smiles": "CNO[N+](=O)[O-]", "spin_multiplicity": 1, "elements": ["C", "N", "O", "N", "O", "O", "H", "H", "H", "H"], "positions_angstrom": [[1.4741, 0.0507, -0.3011], [0.5127, 0.5147, 0.6224], [-0.9310, 0.9148, -0.1135], [-1.8564, -0.1644, -0.0669], [-1.4135, -1.1721, 0.4041], [-2.9249, 0.1228, -0.4737], [1.8844, 0.9563, -0.7449], [2.0738, -0.4019, 0.4462], [1.0401, -0.6431, -1.0699], [0.1408, -0.1778, 1.2971]], "forces_ev_per_a": [[-1.836, 0.207, -1.388], [-4.403, 1.548, 0.673], [2.246, -0.896, 1.058], [1.992, 1.077, 0.429], [-0.727, -1.001, 0.031], [-0.665, -0.135, -0.302], [0.538, -0.467, -0.258], [1.646, -0.861, 0.003], [0.794, 0.282, 0.697], [0.414, 0.246, -0.943]], "lowdin_charge": [-0.13, 0.00, -0.02, -0.45, 0.07, 0.14, 0.09, 0.09, 0.11, 0.10]}

=====

{"formula": "CH4N2O3", "method": "ωB97M-V/def2-TZVPD", "smiles": "CNO[N+](=O)[O-]", "spin_multiplicity": 1, "elements": ["C", "N", "O", "N", "O", "O", "H", "H", "H", "H"], "positions_angstrom": [[0.3794, 0.0551, -0.2481], [-0.7911, -0.0107, 0.7602], [-1.9938, -0.7735, 0.2246], [-3.1006, 0.1123, -0.0267], [-2.9616, 1.2406, 0.2491], [-4.0037, -0.5511, -0.3813], [-0.2618, 0.2178, -1.1017], [1.0652, 0.8576, 0.0854], [0.7886, -0.9555, -0.3579], [-0.4641, -0.6542, 1.4311]], "forces_ev_per_a": [[-2.882, -0.921, 0.790], [-0.379, 0.263, -1.141], [2.927, 0.865, 0.222], [1.424, -1.281, 1.362], [-0.259, 1.474, -0.267], [-1.501, -0.089, -0.862], [0.937, 0.765, -0.996], [-0.519, -0.559, -0.492], [0.501, 0.451, 0.055], [-0.250, -0.969, 1.328]], "lowdin_charge": [-0.05, -0.04, -0.05, -0.45, 0.14, 0.14, 0.07, 0.09, 0.07, 0.07]}

=====

{"formula": "CH4N2O4", "method": "ωB97M-V/def2-TZVPD", "spin_multiplicity": 1, "elements": ["C", "N", "N", "O", "O", "O", "O", "H", "H", "H", "H"], "positions_angstrom": [[-1.5763, -0.5496, 0.0886], [0.2619, 0.6909, 0.3462], [1.7445, -0.4251, 0.1296], [2.7318, 0.0665, -0.2981], [1.4289, -1.5633, 0.2852], [0.7250, 1.8840, 0.0524], [-0.5390, 0.1220, -0.5515], [-2.5592, -0.4330, -0.2390], [-1.6215, -0.2962, 1.0749], [-1.3524, -1.6271, 0.0994], [0.7562, 2.1309, -0.9876]], "forces_ev_per_a": [[0.707, -3.059, 0.047], [2.076, -1.579, 2.010], [-2.315, 0.956, -0.518], [0.667, 0.302, 0.113], [0.317, -0.375, 0.309], [-0.034, 1.647, -3.585], [-0.183, 1.422, -2.151], [-1.278, 0.821, -1.653], [0.206, 0.975, 2.800], [-0.042, 0.225, -0.273], [-0.121, -1.336, 2.901]], "lowdin_charge": [-0.07, -0.10, -0.32, 0.09, 0.07, 0.00, -0.11, 0.07, 0.06, 0.10, 0.20]}

=====

Looking at energy for the records above, in order, we have -19009.25329; -19005.56298; -19007.42211; -10218.11931; -10218.27845; -12264.24605 eV.
Looking at relative energy (zero: lowest compared OMol25 entry of this formula, charge and spin) for the records above, in order, we have 257.7; 613.7; 29.9; 415.6; 400.2; 509.9 kJ/mol.